(1)
The following is a DFT calculation (ωB97M-V/def2-TZVPD) of a 2-piece molecular cluster, C3H6NO3 overall at a distorted geometry.

Output
M: 104.08 g/mol
Total charge: +1
Kohn-Sham gap: 11.35 eV
Relative energy (zero: lowest compared OMol25 entry of this formula, charge and spin): 356.0 kJ/mol

Last column: natural (NBO) charge in e.
Element x y z (Å)
C: -0.626 0.231 -0.133  0.88
C: -1.588 -0.800 0.386  -0.72
C: 2.835 0.218 0.199  0.08
N: 1.955 -0.351 -0.266  0.19
O: -0.173 0.882 0.848  -0.60
O: 0.998 -0.918 -0.663  -0.39
O: -0.675 0.886 -1.217  -0.60
H: -1.914 -1.633 -0.224  0.27
H: -1.142 -1.116 1.334  0.27
H: -2.525 -0.311 0.599  0.27
H: 3.791 0.696 0.321  0.29
H: -1.245 0.510 -1.853  0.53
H: 0.311 1.706 0.670  0.53


(2)
The following is a DFT calculation (ωB97M-V/def2-TZVPD) of a 6-piece molecular cluster, C37H91IN9 overall at a distorted geometry.

Output
M: 789.10 g/mol
Total charge: +1
Kohn-Sham gap: 3.68 eV

Last column: Löwdin charge in e.
Element x y z (Å)
C: -0.782 -3.748 -0.193  -0.12
C: -0.001 -5.112 -0.375  -0.25
C: 0.446 -5.433 -1.858  -0.22
C: 0.932 -4.182 -2.693  -0.23
N: 1.764 -3.210 -1.935  -0.05
C: 3.179 -3.261 -2.283  -0.80
I: 4.110 -5.094 -1.521  0.99
C: 3.625 -2.957 -3.798  -0.12
N: 3.763 -1.468 -3.656  0.04
C: 4.636 -1.430 -2.455  -0.25
N: 5.855 -0.911 -2.341  0.22
N: 3.846 -2.135 -1.492  0.12
H: -1.642 -3.687 -0.909  0.08
H: -1.217 -3.765 0.853  0.08
H: -0.108 -2.849 -0.235  0.05
H: -0.726 -5.931 -0.079  0.11
H: 0.852 -5.156 0.364  0.10
H: 1.284 -6.191 -1.810  0.06
H: -0.414 -5.941 -2.373  0.12
H: 1.423 -4.583 -3.630  0.11
H: 0.000 -3.650 -3.057  0.13
H: 1.361 -2.284 -2.107  0.12
H: 2.963 -3.334 -4.613  0.13
H: 4.709 -3.271 -3.790  0.11
H: 2.922 -1.032 -3.244  0.12
H: 6.630 -1.572 -2.227  0.16
H: 6.032 0.089 -2.435  0.15
H: 4.356 -2.676 -0.778  0.06
C: 1.095 -1.227 2.866  -0.09
C: -0.121 -0.362 3.170  -0.27
N: -1.298 -1.127 3.554  -0.19
C: -2.520 -0.329 3.576  -0.25
C: -2.611 0.807 4.596  -0.08
C: -1.129 -2.042 4.676  -0.25
C: -0.667 -1.457 6.011  -0.09
H: 0.868 -1.972 2.099  0.06
H: 1.911 -0.601 2.493  0.07
H: 1.464 -1.742 3.755  0.07
H: -0.352 0.202 2.261  0.12
H: 0.155 0.377 3.934  0.10
H: -3.380 -0.993 3.709  0.11
H: -2.655 0.104 2.578  0.11
H: -2.788 0.429 5.604  0.06
H: -3.457 1.455 4.349  0.06
H: -1.717 1.431 4.607  0.07
H: -0.413 -2.816 4.379  0.10
H: -2.063 -2.591 4.835  0.12
H: 0.149 -0.740 5.896  0.06
H: -0.304 -2.261 6.657  0.07
H: -1.485 -0.970 6.542  0.06
C: -6.793 1.094 4.978  -0.09
C: -7.733 1.575 6.074  -0.27
N: -7.178 1.456 7.414  -0.20
C: -8.168 1.654 8.467  -0.25
C: -8.817 3.034 8.586  -0.09
C: -5.892 2.105 7.634  -0.25
C: -5.798 3.609 7.373  -0.08
H: -6.471 0.066 5.157  0.08
H: -7.304 1.123 4.013  0.07
H: -5.907 1.728 4.893  0.05
H: -8.638 0.963 6.015  0.12
H: -8.040 2.606 5.848  0.10
H: -7.723 1.389 9.432  0.11
H: -8.967 0.918 8.318  0.11
H: -8.138 3.763 9.028  0.05
H: -9.688 2.974 9.244  0.07
H: -9.163 3.416 7.624  0.07
H: -5.147 1.605 7.006  0.09
H: -5.558 1.902 8.657  0.12
H: -6.292 3.907 6.446  0.07
H: -4.747 3.901 7.288  0.07
H: -6.221 4.189 8.193  0.05
C: -0.414 -1.612 -10.205  -0.09
C: -0.478 -1.212 -8.738  -0.26
N: 0.288 -2.086 -7.858  -0.19
C: 0.006 -1.869 -6.446  -0.25
C: 0.380 -0.513 -5.844  -0.09
C: 1.696 -2.259 -8.194  -0.24
C: 2.574 -1.008 -8.259  -0.08
H: -0.728 -2.648 -10.347  0.08
H: -1.082 -0.975 -10.790  0.08
H: 0.591 -1.492 -10.618  0.06
H: -1.530 -1.251 -8.439  0.12
H: -0.165 -0.163 -8.645  0.09
H: 0.485 -2.662 -5.859  0.09
H: -1.069 -2.020 -6.293  0.11
H: 1.457 -0.425 -5.688  0.04
H: -0.093 -0.405 -4.862  0.07
H: 0.046 0.324 -6.458  0.07
H: 1.753 -2.764 -9.163  0.11
H: 2.146 -2.972 -7.494  0.10
H: 2.091 -0.183 -8.785  0.05
H: 3.499 -1.237 -8.795  0.08
H: 2.863 -0.664 -7.264  0.05
C: 2.664 1.625 11.793  -0.09
C: 2.622 0.260 11.119  -0.27
N: 1.637 0.163 10.051  -0.19
C: 1.409 -1.204 9.600  -0.25
C: 2.575 -1.938 8.936  -0.09
C: 1.740 1.160 8.993  -0.25
C: 3.055 1.246 8.217  -0.09
H: 1.679 1.909 12.169  0.08
H: 3.352 1.597 12.641  0.07
H: 3.018 2.405 11.115  0.06
H: 2.372 -0.474 11.892  0.12
H: 3.633 0.009 10.767  0.10
H: 0.550 -1.221 8.922  0.10
H: 1.091 -1.795 10.467  0.11
H: 2.747 -1.585 7.918  0.05
H: 2.345 -3.005 8.865  0.07
H: 3.504 -1.844 9.501  0.07
H: 1.540 2.143 9.432  0.10
H: 0.920 1.014 8.283  0.11
H: 3.931 1.199 8.869  0.07
H: 3.103 2.198 7.680  0.07
H: 3.136 0.457 7.470  0.05
C: 0.972 1.954 -10.649  -0.10
C: 2.020 2.839 -11.311  -0.27
N: 1.787 4.263 -11.122  -0.19
C: 2.621 5.101 -11.977  -0.25
C: 4.134 5.062 -11.755  -0.09
C: 1.654 4.712 -9.743  -0.25
C: 2.819 4.441 -8.789  -0.09
H: -0.034 2.214 -10.986  0.09
H: 1.155 0.909 -10.909  0.06
H: 1.005 2.027 -9.559  0.06
H: 1.996 2.620 -12.383  0.12
H: 3.014 2.536 -10.953  0.10
H: 2.281 6.139 -11.904  0.11
H: 2.427 4.816 -13.017  0.11
H: 4.425 5.611 -10.859  0.05
H: 4.641 5.541 -12.597  0.07
H: 4.519 4.043 -11.682  0.07
H: 0.756 4.251 -9.320  0.10
H: 1.433 5.784 -9.735  0.12
H: 3.218 3.429 -8.890  0.06
H: 2.479 4.554 -7.755  0.07
H: 3.633 5.151 -8.933  0.05


(3)
The following is a DFT calculation (ωB97M-V/def2-TZVPD) of C14H28HgN4OS5 as an isolated structure.

Output
M: 629.33 g/mol
Total charge: -1
Kohn-Sham gap (alpha / beta): 5.64 / 5.51 eV
Relative energy (zero: lowest compared OMol25 entry of this formula, charge and spin): 0.0 kJ/mol
Multiplicity: 2
<S²>: 0.76

Last column: Löwdin spin population.
Element x y z (Å)
Hg: 2.261 0.491 0.375  0.00
N: 2.481 -2.922 -0.392  0.00
C: 1.741 -2.732 -1.628  0.00
C: 0.241 -2.911 -1.389  0.00
N: -0.352 -1.776 -0.689  0.00
C: -1.058 -2.132 0.528  0.00
C: -0.136 -2.622 1.641  0.00
N: 0.497 -1.515 2.350  0.00
C: -1.162 -0.945 -1.556  0.00
C: -0.425 -0.349 -2.753  0.00
N: 0.556 0.640 -2.352  0.00
H: 3.374 -2.435 -0.404  0.00
H: 2.681 -3.902 -0.232  0.00
H: 2.065 -3.406 -2.436  0.00
H: 1.915 -1.708 -1.963  0.00
H: 0.092 -3.827 -0.807  0.00
H: -0.280 -3.072 -2.345  0.00
H: -1.832 -2.901 0.330  0.00
H: -1.577 -1.238 0.884  0.00
H: 0.667 -3.205 1.193  0.00
H: -0.709 -3.286 2.305  0.00
H: 1.405 -1.770 2.712  0.00
H: -0.078 -1.176 3.110  0.00
H: -1.554 -0.120 -0.955  0.00
H: -2.033 -1.510 -1.953  0.00
H: -1.194 0.040 -3.440  0.00
H: 0.097 -1.141 -3.294  0.00
H: 0.143 1.528 -2.101  0.00
H: 1.280 0.788 -3.041  0.00
S: 5.279 -2.408 1.350  0.23
S: 6.948 -1.818 0.482  0.27
S: 6.619 -0.482 -1.040  0.27
S: 4.861 -0.728 -1.927  0.22
C: -4.185 1.691 -0.874  0.00
C: -2.936 2.071 -0.127  0.00
C: -2.053 3.018 -0.631  0.00
C: -0.884 3.343 0.049  0.00
C: -0.598 2.709 1.243  0.00
C: -1.459 1.753 1.761  0.00
C: -2.625 1.450 1.083  0.00
S: 0.915 3.157 2.104  0.00
C: 0.093 4.084 3.431  0.00
O: 1.569 4.203 1.279  0.00
H: -4.263 2.237 -1.813  0.00
H: -5.078 1.901 -0.283  0.00
H: -4.187 0.623 -1.103  0.00
H: -2.278 3.508 -1.571  0.00
H: -0.182 4.075 -0.330  0.00
H: -1.208 1.232 2.677  0.00
H: -3.303 0.706 1.487  0.00
H: -0.424 4.933 2.987  0.00
H: 0.876 4.422 4.107  0.00
H: -0.606 3.437 3.960  0.00


(4)
The following is a DFT calculation (ωB97M-V/def2-TZVPD) of a 2-piece molecular cluster, C4H11N3O2 overall at a distorted geometry.

Output
M: 133.15 g/mol
Total charge: 0
Kohn-Sham gap: 10.09 eV
Structure (SMILES): [H]/N=C(\N)NC.CC(=O)O
Relative energy (zero: lowest compared OMol25 entry of this formula, charge and spin): 73.3 kJ/mol

Last column: natural (NBO) charge in e.
Element x y z (Å)
C: 2.268 0.419 -0.516  -0.43
C: 1.202 -0.166 1.631  0.63
N: -0.015 -0.034 1.252  -0.83
N: 2.323 -0.053 0.871  -0.60
N: 1.515 -0.418 2.971  -0.85
H: -0.496 0.183 -0.341  0.52
H: -0.650 -0.058 2.039  0.35
H: 3.078 0.364 1.386  0.39
H: 2.302 -0.951 3.286  0.40
H: 0.688 -0.376 3.537  0.38
H: 2.493 1.469 -0.609  0.19
H: 1.297 0.270 -0.967  0.25
H: 3.023 -0.138 -1.051  0.20
C: -3.110 0.380 -0.968  -0.73
C: -1.899 0.008 -1.770  0.80
O: -0.742 0.493 -1.276  -0.78
O: -1.911 -0.595 -2.810  -0.58
H: -3.708 1.044 -1.589  0.24
H: -2.810 0.806 -0.036  0.22
H: -3.762 -0.468 -0.810  0.23


(5)
The following is a DFT calculation (ωB97M-V/def2-TZVPD) of C6H6OS as an isolated structure at a distorted geometry.

Output
M: 126.18 g/mol
Total charge: 0
Kohn-Sham gap: 7.91 eV
Relative energy (zero: lowest compared OMol25 entry of this formula, charge and spin): 376.0 kJ/mol

Last column: natural (NBO) charge in e.
Element x y z (Å)
C: 1.870 -0.415 -1.377  0.39
C: 0.724 -0.403 -0.297  -0.11
C: 0.326 -1.166 0.756  -0.16
C: -1.137 -0.385 0.962  -0.33
C: -0.786 1.099 0.827  -0.43
C: -0.247 0.760 -0.541  -0.34
H: 2.596 -1.109 -1.051  0.14
H: 0.691 -2.103 0.999  0.23
H: -2.000 -0.892 1.556  0.24
H: -0.108 1.533 1.717  0.20
H: -1.775 1.636 0.895  0.24
H: -0.045 1.705 -1.051  0.26
O: 1.701 0.010 -2.630  -0.51
S: -1.809 -0.270 -0.765  0.17


(6)
The following is a DFT calculation (ωB97M-V/def2-TZVPD) of one molecule with the formula C3H7NO2.

Output
M: 89.09 g/mol
Total charge: 0
Kohn-Sham gap: 9.63 eV
Relative energy (zero: lowest compared OMol25 entry of this formula, charge and spin): 372.2 kJ/mol

Last column: natural (NBO) charge in e.
Element x y z (Å)
O: 1.192 -1.082 -0.760  -0.72
C: 1.139 0.162 -0.417  0.06
C: -0.069 0.959 -1.005  -0.13
O: -1.077 0.953 0.020  -0.50
C: -0.823 0.005 0.946  0.38
N: -0.863 -1.295 0.644  -0.77
H: -0.135 -1.530 -0.125  0.44
H: 0.734 0.266 0.789  0.09
H: 2.098 0.709 -0.371  0.17
H: 0.135 2.009 -1.236  0.19
H: -0.431 0.440 -1.898  0.20
H: -1.083 0.309 1.959  0.20
H: -0.818 -1.904 1.452  0.39


(7)
The following is a DFT calculation (ωB97M-V/def2-TZVPD) of one molecule with the formula C4H4N2 at a distorted geometry.

Output
M: 80.09 g/mol
Total charge: 0
Kohn-Sham gap: 11.20 eV
Structure (SMILES): C#C[C@H](N)C#N
Relative energy (zero: lowest compared OMol25 entry of this formula, charge and spin): 233.8 kJ/mol

Last column: natural (NBO) charge in e.
Element x y z (Å)
N: -1.002 0.949 0.705  -0.78
C: -0.105 -0.145 0.387  -0.21
C: -0.135 -0.533 -1.029  -0.03
C: -0.107 -0.906 -2.171  -0.17
C: 1.293 0.031 0.861  0.25
N: 2.236 -0.075 1.520  -0.30
H: -0.716 1.801 0.235  0.37
H: -0.981 1.119 1.706  0.37
H: -0.421 -1.010 0.986  0.26
H: -0.089 -1.229 -3.188  0.24


(8)
The following is a DFT calculation (ωB97M-V/def2-TZVPD) of a 6-piece molecular cluster, C5H25N2O5 overall at a distorted geometry.

Output
M: 193.26 g/mol
Total charge: +1
Kohn-Sham gap: 9.63 eV
Relative energy (zero: lowest compared OMol25 entry of this formula, charge and spin): 223.3 kJ/mol

Last column: natural (NBO) charge in e.
Element x y z (Å)
N: 2.582 -0.890 0.534  -0.70
C: 2.313 0.586 0.896  -0.24
C: 0.798 0.787 1.134  -0.26
N: 0.118 1.185 -0.091  -0.49
C: -0.077 2.654 -0.101  -0.21
C: -0.857 3.029 -1.369  -0.64
C: -1.072 0.312 -0.237  -0.43
H: 2.454 -0.966 -0.472  0.47
H: 3.508 -1.108 0.886  0.44
H: 1.858 -1.452 0.990  0.48
H: 2.844 1.067 1.715  0.24
H: 2.615 1.028 -0.055  0.22
H: 0.673 1.513 1.950  0.21
H: 0.438 -0.152 1.570  0.22
H: 0.902 3.141 -0.078  0.20
H: -0.535 2.931 0.855  0.18
H: -0.373 3.859 -1.883  0.23
H: -1.046 2.254 -2.107  0.22
H: -1.846 3.400 -1.074  0.21
H: -1.793 0.487 0.553  0.20
H: -0.688 -0.706 -0.198  0.21
H: -1.604 0.453 -1.173  0.21
H: 1.289 0.267 -3.039  0.49
H: 1.055 0.110 -1.502  0.48
O: 1.361 -0.312 -2.292  -0.99
H: -2.672 -3.208 0.668  0.48
H: -2.420 -2.217 -0.446  0.49
O: -1.960 -2.725 0.233  -0.96
H: -0.508 -2.539 1.920  0.51
H: 0.562 -2.630 3.086  0.49
O: 0.429 -2.592 2.135  -0.98
H: 1.446 -3.082 -1.773  0.48
H: 0.842 -3.839 -0.704  0.49
O: 1.418 -3.069 -0.813  -0.97
H: -4.415 0.441 0.634  0.48
H: -3.796 1.467 -0.241  0.47
O: -3.842 0.514 -0.109  -0.94